(1)
The following is a quantum chemistry calculation of a cluster of 2 separate species, C5H15NO in total, from OMol25.

Computed properties:
* highest occupied orbital energy: -0.305 hartree
* SMILES: CC(C)N(C)C.O
* LUMO level: 0.0334 hartree

Structure (ORCA input):
```
! wB97M-V def2-TZVPD RIJCOSX def2/J DEFGRID3
* xyz 0 1
C 2.2020 -0.1459 1.0315
C 1.8439 0.5483 -0.2740
C 1.6707 2.0541 0.0004
N 0.6209 0.0911 -0.9418
C 0.6400 -1.3141 -1.2701
C -0.6540 0.4009 -0.2320
H 3.2675 -0.1079 1.2502
H 1.5698 0.0751 1.8828
H 2.0381 -1.2420 0.9642
H 2.6444 0.3992 -1.0034
H 2.5141 2.5506 0.4910
H 0.7965 2.3997 0.5532
H 1.5473 2.5210 -0.9773
H 1.5703 -1.5745 -1.8359
H -0.1171 -1.6205 -1.9783
H 0.7879 -2.0100 -0.4304
H -1.4675 -0.2458 -0.5433
H -0.5076 0.4246 0.8494
H -0.8742 1.3867 -0.6626
O -6.6529 -1.1268 0.9939
H -7.1873 -1.7417 0.4809
H -6.2525 -1.7222 1.6515
*
```

(2)
The following is a quantum chemistry calculation of a cluster of 2 separate species, C5H15NO in total, from OMol25.

Computed properties:
* highest occupied orbital energy: -0.306 hartree
* SMILES: CCNC(C)C.O
* LUMO level: 0.0264 hartree

Structure (ORCA input):
```
! wB97M-V def2-TZVPD RIJCOSX def2/J DEFGRID3
* xyz 0 1
C -1.1283 -1.2509 1.5097
C -1.7329 -0.3952 0.4122
N -0.8861 0.7185 0.0156
C -0.4735 0.7501 -1.3764
C 0.6019 -0.2991 -1.6716
C 0.0386 2.1578 -1.7053
H -1.8302 -2.0609 1.7307
H -1.1162 -0.6503 2.4240
H -0.1434 -1.6519 1.2644
H -1.8967 -1.0461 -0.4533
H -2.7368 -0.0919 0.7086
H -0.0869 0.7585 0.6364
H -1.3401 0.5287 -2.0200
H 0.7751 -0.4812 -2.7306
H 1.5641 0.0302 -1.2518
H 0.3966 -1.2324 -1.1275
H -0.4502 2.9123 -1.0982
H 1.1029 2.2115 -1.4565
H 0.0070 2.4018 -2.7634
O 2.7392 -1.2349 2.3137
H 3.1465 -0.4193 2.6167
H 3.4458 -1.9025 2.3418
*
```

Of them, the most stable is (2) and the least stable is (1).

(1)
The following is a quantum chemistry calculation of a cluster of 3 separate species, C3H14NO3 in total, from OMol25.

Computed properties:
* highest occupied orbital energy: -0.541 hartree
* LUMO level: -0.1020 hartree

Structure (ORCA input):
```
! wB97M-V def2-TZVPD RIJCOSX def2/J DEFGRID3
* xyz 1 1
O 1.1661 1.4543 -0.8894
C 1.1269 0.3368 -1.7654
C 1.2111 -0.7802 -0.6933
N 0.1213 -0.6022 0.3485
C -0.0848 -1.7929 1.1894
H 1.4192 2.2558 -1.3490
H 0.1487 0.1893 -2.2195
H 2.0140 0.4471 -2.4697
H 2.1618 -0.7233 -0.1575
H 0.9643 -1.8081 -1.0757
H -0.7803 -0.3342 -0.1345
H 0.2808 0.2670 0.9438
H 0.4503 -2.6483 0.8260
H -1.1673 -1.9791 1.2452
H 0.2866 -1.5412 2.2451
H 0.5134 2.5586 1.0146
H -0.5494 2.4221 2.0823
O -0.2863 2.0533 1.2182
H -2.9918 0.8579 -0.0999
H -3.3337 -0.6010 -0.3273
O -2.6708 -0.0318 0.0681
*
```

(2)
The following is a quantum chemistry calculation of a cluster of 4 separate species, C3H14NO3 in total, from OMol25.

Computed properties:
* highest occupied orbital energy: -0.511 hartree
* LUMO level: -0.1050 hartree

Structure (ORCA input):
```
! wB97M-V def2-TZVPD RIJCOSX def2/J DEFGRID3
* xyz 1 1
C -0.6942 -0.1150 1.2965
C -0.7732 0.0768 -0.1762
C -1.6399 0.7843 -0.8539
N 0.2634 -0.6950 -0.9104
H -1.6211 0.1744 1.7954
H -0.5850 -1.1755 1.5596
H 0.1263 0.4309 1.7625
H -1.6085 1.0215 -1.9159
H -2.4393 1.2834 -0.3345
H 1.1717 -0.1968 -0.8381
H 0.0180 -0.8724 -1.8816
H 0.3639 -1.6064 -0.4423
H -0.7517 -4.0663 -0.3021
H 0.7376 -3.9540 -0.7212
O -0.0093 -3.4564 -0.3579
H 3.4277 0.6637 -1.0819
H 3.0999 0.5954 0.4227
O 2.8798 0.2017 -0.4354
H -0.5004 3.3610 2.1441
H -0.6779 4.1466 0.8465
O -0.8778 3.2988 1.2593
*
```

Of them, the most stable is (2) and the least stable is (1).

(1)
The following is a quantum chemistry calculation of a cluster of 2 separate species, CH5NS in total, from OMol25.

Computed properties:
* highest occupied orbital energy: -0.293 hartree
* LUMO level: 0.0254 hartree

Structure (ORCA input):
```
! wB97M-V def2-TZVPD RIJCOSX def2/J DEFGRID3
* xyz 0 1
C -1.1163 -0.1180 0.1094
N 0.7254 0.4035 -0.5983
S 1.8634 -0.4766 0.1378
H -1.5064 0.8485 0.5049
H -1.6168 -0.6987 -0.6968
H -0.6891 -0.5530 1.0363
H 0.5051 0.0557 -1.5954
H 1.8346 0.5387 1.1022
*
```

(2)
The following is a quantum chemistry calculation of a cluster of 2 separate species, CH5NS in total, from OMol25.

Computed properties:
* highest occupied orbital energy: -0.358 hartree
* SMILES: C=N.S
* LUMO level: 0.0367 hartree

Structure (ORCA input):
```
! wB97M-V def2-TZVPD RIJCOSX def2/J DEFGRID3
* xyz 0 1
C -0.6904 -2.6367 1.4309
N -0.0041 -2.3623 0.3962
H -0.8341 -1.8260 2.1600
H -1.5974 -3.2761 1.4176
H -0.4742 -2.8267 -0.3898
S 1.7206 4.6598 -1.5607
H 1.4619 3.3904 -1.9616
H 0.4178 4.8777 -1.4926
*
```

(3)
The following is a quantum chemistry calculation of a cluster of 2 separate species, CH5NS in total, from OMol25.

Computed properties:
* highest occupied orbital energy: -0.333 hartree
* SMILES: C=S.N
* LUMO level: -0.0288 hartree

Structure (ORCA input):
```
! wB97M-V def2-TZVPD RIJCOSX def2/J DEFGRID3
* xyz 0 1
C -2.2836 0.1042 0.0000
S -1.8445 1.5695 -0.4829
H -2.1707 -0.2637 1.0762
H -3.1532 -0.2930 -0.3790
N 2.5314 -0.3854 -0.2543
H 1.8318 0.4147 -0.5808
H 3.1118 0.0384 0.5137
H 1.9770 -1.1847 0.1071
*
```

(4)
The following is a quantum chemistry calculation of the molecule CH5NS, from OMol25.

Computed properties:
* highest occupied orbital energy: -0.348 hartree
* SMILES: CNS
* LUMO level: -0.0001 hartree

Structure (ORCA input):
```
! wB97M-V def2-TZVPD RIJCOSX def2/J DEFGRID3
* xyz 0 1
C -0.2334 0.4098 0.8715
N 0.3849 0.3882 -0.4049
S -0.1692 -1.3092 -1.4527
H -1.2912 0.0827 0.9343
H 0.3913 -0.5015 1.4274
H -0.0991 1.2892 1.3758
H -0.0345 1.0950 -1.0289
H 1.0512 -1.4540 -1.7225
*
```

Of them, the most stable is (2) and the least stable is (1).

(1)
The following is a quantum chemistry calculation of a cluster of 2 separate species, C4H12N2S in total, from OMol25.

Computed properties:
* highest occupied orbital energy: -0.294 hartree
* SMILES: N/C=C/N.CCS
* LUMO level: 0.0312 hartree

Structure (ORCA input):
```
! wB97M-V def2-TZVPD RIJCOSX def2/J DEFGRID3
* xyz 0 1
N 3.0396 0.3860 2.2089
C 1.7400 0.5203 1.7330
C 0.6899 -0.1551 2.1906
N -0.6000 -0.1005 1.5625
H 3.7077 0.3132 1.4610
H 3.1775 -0.3789 2.8505
H 1.6298 1.2933 0.9821
H 0.7890 -0.7373 3.0937
H -1.1667 0.6863 1.8399
H -1.1256 -0.9284 1.8098
C -2.6211 -0.1484 -2.6107
C -1.4911 -0.8752 -1.8729
S -0.1079 0.2292 -1.4344
H -2.1961 0.5863 -3.2932
H -3.3019 0.3809 -1.9479
H -3.1981 -0.8430 -3.2279
H -1.1031 -1.7000 -2.4582
H -1.8984 -1.3077 -0.9556
H -0.3465 0.1611 -0.0045
*
```

(2)
The following is a quantum chemistry calculation of the molecule C4H12N2S, from OMol25.

Computed properties:
* highest occupied orbital energy: -0.316 hartree
* SMILES: NC[C@@H](N)CCS
* LUMO level: 0.0365 hartree

Structure (ORCA input):
```
! wB97M-V def2-TZVPD RIJCOSX def2/J DEFGRID3
* xyz 0 1
N 1.9243 2.1638 -1.4087
C 0.8685 1.8717 -0.4624
C 0.6233 0.3700 -0.1630
N 1.9102 -0.2771 -0.1565
C -0.1322 0.2016 1.1644
C -1.5243 -0.3971 1.0064
S -1.8182 -1.9561 0.0487
H 1.8288 1.7355 -2.3037
H 2.1258 3.1395 -1.4131
H -0.0854 2.3104 -0.7953
H 1.0639 2.3527 0.5000
H -0.0282 0.0639 -0.9836
H 2.6479 0.2628 -0.5678
H 2.0111 -1.2664 -0.2510
H 0.5612 -0.3597 1.7950
H -0.2988 1.1190 1.7405
H -1.9376 -0.6481 1.9783
H -2.1740 0.3421 0.5483
H -0.8042 -2.6500 0.5448
*
```

(3)
The following is a quantum chemistry calculation of a cluster of 2 separate species, C4H12N2S in total, from OMol25.

Computed properties:
* highest occupied orbital energy: -0.320 hartree
* LUMO level: -0.0513 hartree

Structure (ORCA input):
```
! wB97M-V def2-TZVPD RIJCOSX def2/J DEFGRID3
* xyz 0 1
C 0.7079 1.4018 -0.6545
N 1.5539 0.4419 0.1499
C 0.8320 -0.5142 1.1302
N 1.9387 -1.2080 1.8518
C -0.0118 0.5718 -1.6822
C -1.1004 -0.4676 -1.2688
S -1.9534 -0.1060 0.2056
H 0.1597 2.0254 0.0283
H 1.5668 1.9933 -1.1639
H 2.1403 1.0960 0.8516
H 0.1738 -1.2389 0.7197
H 0.2810 0.2300 1.6719
H 2.3771 -2.0118 1.4245
H 1.3965 -1.6550 2.5935
H -0.4026 1.1781 -2.6328
H 0.7764 -0.1775 -1.9544
H -1.7509 -0.8167 -2.2002
H -0.5794 -1.3690 -1.1322
H -1.8985 1.8534 -0.6554
*
```

Of them, the most stable is (2) and the least stable is (3).